Entry from the OMol25 dataset: 8 unconnected molecules or ions with the total composition C38H88N4O8 in a non-equilibrium geometry (the ωB97M-V functional and the def2-TZVPD basis).

```
138
Properties=species:S:1:pos:R:3:forces:R:3:mulliken_charge:R:1
H 1.034137 -0.987284 -3.158986 -1.1 0.2 0.4 0.16
H -5.560217 -2.663546 5.765176 0.4 0.3 -0.3 0.38
H -2.451042 -0.960467 1.355515 0.2 -0.3 0.3 0.53
H -0.901895 -7.326449 1.695828 0.1 0.3 0.8 0.33
H 2.025093 0.002121 -1.753378 -0.2 0.1 0.2 -0.37
C -0.816777 -0.407207 -4.121935 -0.1 1.8 -2.3 2.12
C -4.713802 -2.832954 5.082474 0.1 -0.3 -1.1 -0.70
H 1.216860 -7.587671 0.002234 0.5 0.8 1.0 0.23
H 2.041321 9.151233 0.382068 0.4 -0.4 -0.4 0.38
H -3.287693 -6.050755 1.938113 0.4 -0.1 0.1 0.25
C -3.254245 -0.876121 2.085378 -0.2 1.7 -0.4 -2.47
H 3.802103 -5.811210 4.255788 0.2 -0.6 -0.7 0.39
H 2.901570 7.975571 1.332954 0.2 0.1 -1.2 0.39
N -3.542328 -3.219700 2.524692 0.5 0.7 -0.9 -0.04
C 0.850285 7.724308 -1.327856 -0.1 1.2 -0.7 -1.51
H -0.132158 -8.336326 2.910252 -0.1 1.1 0.2 0.45
H 2.495915 0.033129 -0.044924 0.4 0.8 -0.6 0.15
H 0.170403 8.366502 -0.770831 -0.4 0.0 -0.1 0.53
H 2.758654 -4.054531 3.455551 0.7 -0.1 -0.7 0.36
C -0.275520 -7.256476 2.619241 1.2 -1.3 -2.2 -1.74
C 2.832333 -4.859930 0.042951 0.1 -0.3 1.9 -1.84
O -1.921554 3.484846 0.287300 0.4 0.1 0.1 -0.71
H 1.565019 3.441898 3.551172 -0.1 -0.9 -0.4 0.25
C -1.965910 -1.684788 3.869295 1.6 -2.0 0.2 -1.67
H -1.134823 3.477574 0.868010 -0.2 -0.1 -0.1 0.36
H -2.944472 -0.040423 -6.141888 0.0 -0.6 0.1 0.36
H -0.729141 -0.314360 -6.237356 0.2 0.4 -0.8 0.37
H 4.192718 6.599729 -3.387130 -0.3 -0.4 -0.4 0.55
C -2.622888 -4.894335 4.201391 0.5 0.5 0.0 -1.71
C -1.829145 3.373995 -3.767809 0.4 -0.9 1.3 -1.88
H -4.995782 -5.010478 4.961000 -0.3 0.5 -0.5 0.41
C 3.266346 -4.589778 2.604265 -1.6 -1.0 1.0 -1.11
H -0.748680 -6.655768 3.383960 0.1 0.0 0.1 0.28
C 2.667935 8.243966 0.255299 0.0 -0.9 1.7 -1.22
C -4.144991 -5.525703 2.332215 -1.1 0.6 -0.1 -1.77
H 1.419630 8.456849 -1.956215 -0.5 -0.9 0.2 0.39
C -3.782255 -4.388168 3.339007 0.3 -1.6 -0.7 1.90
H 2.175871 -7.685237 3.753716 -0.1 -0.1 0.1 0.38
O 0.472863 1.651698 -3.697351 -1.0 -0.8 1.3 -0.35
C 4.331104 4.769901 -1.654074 0.6 -0.5 -0.3 -1.96
O 0.095338 -5.102415 0.788033 -1.3 0.1 0.6 -0.57
H -4.273298 -0.226219 -4.958782 1.0 0.0 -0.1 0.40
C 3.435925 -6.037645 3.227886 -1.2 1.4 0.4 -0.64
H -1.904453 -0.705540 4.329908 -0.2 0.3 -0.2 0.51
H 3.276993 -5.836966 -0.047156 0.0 -0.4 0.3 0.32
H -1.640423 -2.402370 4.661384 -0.6 0.3 -0.5 0.29
C -3.059985 1.531685 -4.759974 0.4 -0.5 -0.5 -1.68
H -0.569807 -0.869460 -2.160212 0.7 -0.1 0.9 0.55
H 1.345246 2.085190 -1.656266 0.1 -0.4 0.2 0.13
H -4.315693 -0.803707 4.677382 0.1 0.2 -0.5 0.40
H -1.253740 1.808558 -6.826181 0.1 -0.3 0.4 0.35
H -2.294771 -1.825810 -4.329742 -0.5 -1.3 -0.1 0.59
H 3.627691 -4.167830 -0.147124 0.2 0.7 -0.5 0.48
H 1.104603 2.528798 1.028187 -0.2 0.6 -0.1 0.20
C -0.075517 -1.131611 -3.081625 0.8 -0.9 0.7 -2.43
O -1.921787 0.767880 -1.089397 1.0 0.6 -1.3 -0.35
H 0.071349 2.484694 3.505271 0.5 0.3 -0.6 0.28
H 4.203715 -4.115539 2.366765 0.3 0.2 -0.1 0.47
H -2.611089 -4.352216 5.135773 0.0 -0.1 0.4 0.19
H 1.426770 -6.137733 4.130756 0.2 0.2 0.3 0.40
C 2.031319 -6.664962 3.396624 0.6 -0.8 -0.1 -1.39
C -3.301233 -1.933385 3.141504 1.7 0.5 1.4 2.17
C 1.027776 2.667315 2.947810 -0.8 0.5 1.7 -0.73
H 1.363053 -2.545768 2.142409 0.0 -0.4 0.8 0.38
H 5.275821 7.205887 -1.725856 0.6 0.0 0.0 0.44
H 4.071870 -6.761591 2.724508 0.3 0.3 -0.2 0.34
C 2.512477 0.614394 -0.994847 0.4 0.7 -0.8 0.09
C 1.737738 -7.607003 1.004460 -1.3 0.1 -0.5 -1.84
H 0.881183 1.636485 -4.555291 0.3 -0.1 -0.8 0.17
C 1.715414 7.089614 -0.279681 0.1 0.6 2.0 1.76
H 3.760972 3.976583 -2.101654 -0.6 -0.2 -0.4 0.30
H -4.159006 -0.990141 1.516185 -0.7 0.6 -0.4 0.49
H -5.879275 -4.012511 3.700950 0.5 -0.2 0.5 0.34
H 3.512539 0.871083 -1.436439 -0.4 -0.7 1.0 0.30
H 3.664651 9.053459 -1.469450 0.3 -0.5 0.5 0.29
C 2.242130 -4.472349 1.445139 0.6 -0.9 0.2 1.85
H 5.137512 4.983193 -2.381852 0.1 -0.4 0.8 0.43
C -1.045075 2.476963 -5.983983 -0.8 -1.0 0.7 -1.66
H 0.223349 5.927643 0.758472 -1.3 -1.0 -0.4 0.25
H 0.453987 7.515254 1.500153 -0.5 0.4 -0.5 0.44
N 2.450108 5.863592 -0.582143 0.8 -0.4 -0.2 -0.02
C 0.908294 6.691061 0.957868 0.7 1.0 0.6 -2.09
H -2.641260 -0.540540 -3.128664 -0.1 -0.6 0.1 0.11
H -5.305973 -1.582781 3.403267 -0.1 0.1 0.5 0.36
H -0.219296 -2.212011 -3.232630 -0.1 0.2 0.0 0.44
C -4.935922 -4.124630 4.288696 -0.8 0.1 0.1 -1.25
H -4.792547 -6.238206 2.866110 0.2 0.0 -0.3 0.43
H 0.266284 7.024060 -1.915334 0.1 -0.1 -0.2 0.05
H -1.340833 1.022984 -1.894525 -1.4 -0.2 1.6 0.18
H -2.098220 1.586492 -0.586419 0.3 -0.2 -0.3 0.22
C 3.206988 6.519958 -2.905099 1.3 0.8 -0.2 -1.69
C 1.814211 -3.006323 1.272286 1.0 0.5 1.6 -2.78
C 3.932128 8.449215 -0.562766 -0.3 0.0 -1.6 -0.65
H 1.034294 -2.938978 0.596068 -1.2 0.1 -1.9 0.75
C -4.436451 -1.709218 4.077129 -2.4 0.6 0.5 -1.27
O 1.570355 4.865598 -1.150794 -0.5 1.1 -0.5 0.07
C 1.142480 -6.707436 2.144281 0.0 -0.7 0.5 1.71
H -1.196696 -1.798016 3.081808 0.0 0.4 0.5 0.28
O -2.442104 -3.449284 1.632807 0.2 -0.6 -0.2 -0.11
H 1.666453 -8.646553 1.221714 -0.4 -1.0 0.9 0.52
H -3.794340 -2.884402 5.640186 0.2 -0.3 0.8 0.36
H -2.806229 -3.501571 0.731907 -0.2 0.1 0.6 0.20
H 2.592523 5.837295 -3.464571 -0.5 0.0 -0.1 0.15
H -3.533415 2.153640 -5.512935 -0.1 0.0 -0.3 0.47
H 4.665026 4.344467 -0.703559 0.4 0.4 0.0 0.43
H -3.118588 0.159350 2.551589 -0.6 -1.4 -0.7 0.29
H -2.753773 -5.956494 4.416223 0.2 0.1 -0.1 0.54
H 2.017364 -4.810779 -0.624157 -0.7 0.3 -1.2 0.48
N 1.016188 -5.297946 1.867741 0.4 2.1 -1.4 0.65
C 3.563786 6.055914 -1.495330 -0.6 -0.5 -1.1 1.68
H -1.689140 4.133423 -0.389615 -0.1 -0.1 0.1 0.30
H 2.612994 -2.275096 1.028869 -0.1 -0.9 -0.2 0.47
C 4.519618 7.069113 -0.970097 0.0 1.3 1.9 -1.23
H 1.724322 4.011843 -0.729489 0.5 0.3 0.6 0.21
H -0.908323 3.909307 -3.489913 -0.2 -0.3 -0.1 0.39
N -0.881642 1.069942 -3.833880 2.7 0.7 1.3 0.97
O 1.840360 1.887985 -0.840917 -0.4 -0.4 0.1 -0.39
H -2.523777 4.086002 -4.199685 0.1 -0.1 -0.8 0.44
H -3.643764 1.683715 -3.898036 -0.5 0.4 1.5 0.58
C -0.110222 -0.681756 -5.444471 -0.5 -0.9 -0.1 -1.79
H 4.944055 6.682037 -0.035350 0.3 -0.1 -0.2 0.36
H 1.590128 6.304954 1.694492 0.5 -0.5 0.2 0.52
C -2.276600 -0.790198 -4.129393 -1.0 1.6 -0.2 -1.21
O 0.791339 3.205625 1.660945 0.2 -1.0 -0.5 -0.25
H 0.901876 -0.298576 -5.434693 0.2 0.4 -0.2 0.39
H 1.516668 1.679902 2.975771 0.3 0.6 -0.3 0.26
H -0.688733 -4.739614 1.269493 0.6 -0.2 -0.7 0.33
C -1.619788 2.053145 -4.567882 -2.1 1.2 -2.2 1.40
H 2.928214 7.573030 -2.905183 -0.8 -0.3 -0.2 0.42
C -3.193974 0.049079 -5.078484 0.3 -0.1 -0.4 -0.79
H 4.749911 9.010541 -0.093111 -0.5 0.0 0.3 0.43
H -4.694817 -5.129445 1.432473 0.3 -0.2 1.0 0.39
H -1.646683 -4.679335 3.759875 -0.1 -0.4 -0.2 0.21
H -1.461262 3.423458 -6.286533 -0.1 0.5 0.2 0.52
H -2.373241 3.032010 -2.875300 0.5 0.3 0.3 0.28
H 0.007315 -1.763386 -5.625820 -0.2 0.3 0.3 0.42
H 0.002995 2.575037 -5.849596 1.0 0.4 -0.4 0.33
H 2.792229 -7.506758 0.885618 0.7 0.6 -0.2 0.39
```
Positions in Å, forces in eV/Å.

The electronic energy is -63166.9361 eV. The calculation puts the HOMO-LUMO gap at 8.9 eV. Its total charge is 0. The value obtained for the max |F| is 0.0643 Eh/bohr. Its LUMO energy is 0.45 eV. The multiplicity is 1. Its SMILES is CC1(C)CCCC(C)(C)N1O.CC1(C)CCCC(C)(C)N1O.CC1(C)CCCC(C)(C)N1O.CC1(C)CCCC(C)(C)N1O.CO.CO.O.O. The value obtained for the energy above the lowest of the compared OMol25 structures with the same formula, charge and spin is 186.10 kJ/mol.

***

Entry from the OMol25 dataset: a molecular structure, C14H19CoF4N2O (the ωB97M-V functional and the def2-TZVPD basis).

```
41
Properties=species:S:1:pos:R:3:forces:R:3:lowdin_spin:R:1
H -3.737297 -0.299409 -1.355261 0.0 0.0 0.0 0.00
H -1.919236 2.472186 -1.315277 0.0 0.0 0.0 0.00
H 4.447275 3.667156 -1.314345 0.0 0.0 0.0 0.00
C 1.820897 -3.168273 1.466652 0.0 0.0 0.0 0.00
O -0.002925 -1.980066 0.560486 0.0 0.0 0.0 0.00
C 2.350426 4.106908 -1.147695 0.0 0.0 0.0 0.00
C 1.326508 -3.914839 0.228095 0.0 0.0 0.0 0.00
F 0.042849 4.511679 -0.948363 0.0 0.0 0.0 0.00
H -0.341489 -3.253673 -1.040392 0.0 0.0 0.0 0.00
C 3.265335 1.971124 -0.718118 0.0 0.0 0.0 0.00
F 4.284467 1.114632 -0.640386 0.0 0.0 0.0 0.00
C -2.648071 -0.361219 -1.292207 0.0 0.0 0.0 0.00
H -2.479587 -0.775325 2.036699 0.0 0.0 0.0 0.00
N -0.328170 1.714361 -0.138541 0.1 0.0 0.1 0.02
H -2.445537 1.456362 1.511946 0.0 0.0 0.0 0.00
H 0.841785 -1.418047 2.371565 0.0 0.0 0.0 0.00
Co -0.244044 -0.074636 0.106205 -0.2 0.1 -0.1 0.97
H 2.136553 -4.289622 -0.393327 0.0 0.0 0.0 0.00
H -2.588305 -2.000871 0.759240 0.0 0.0 0.0 0.00
C 0.610762 -2.339776 1.841043 0.0 0.0 0.1 0.00
H 2.662581 -2.520176 1.217560 0.0 0.0 0.0 0.00
F 1.774181 0.200585 -0.086692 0.0 0.0 0.0 0.00
C 1.071087 3.655160 -0.862200 0.0 0.0 0.0 0.01
C -2.574707 1.358727 0.434076 0.0 0.0 0.0 0.00
H -2.341032 -1.374078 -1.551190 0.0 0.0 0.0 0.00
H -3.922249 -0.851178 1.003696 0.0 0.0 0.0 0.00
C -2.837214 -0.977924 1.028838 0.0 0.0 0.0 0.00
H 1.129459 -2.254302 -1.165979 0.0 0.0 0.0 0.00
H -0.125139 -2.913480 2.405560 0.0 0.0 0.0 0.00
H 0.694009 -4.756587 0.510871 0.0 0.0 0.0 0.00
C -1.638571 2.326252 -0.266423 0.0 0.0 0.0 0.00
C 0.512182 -2.855572 -0.494553 0.0 0.0 -0.1 0.01
N -2.197874 -0.043786 0.080653 0.0 0.0 0.1 -0.02
H -1.692753 3.300617 0.218716 0.0 0.0 0.0 0.00
H -2.206658 0.336270 -2.000501 0.0 0.0 0.0 0.00
C 3.462866 3.288988 -1.082159 0.0 0.0 0.0 0.01
C 0.849749 2.330146 -0.484665 0.0 0.0 0.0 0.00
H -3.625894 1.528802 0.188341 0.0 0.0 0.0 0.00
H 2.124082 -3.833841 2.271697 0.0 0.0 0.0 0.00
F 2.495140 5.380634 -1.500691 0.0 0.0 0.0 0.00
C 1.994560 1.536076 -0.442966 0.0 0.0 0.0 0.01
```
Positions in Å, forces in eV/Å.

The electronic energy is -68343.6280 eV. The calculation puts the HOMO-LUMO gap (alpha / beta) at 8.0 / 8.1 eV. Its total charge is +1. The value obtained for the max |F| is 0.0036 Eh/bohr. The expectation value of S² is 0.828. Its LUMO energy (alpha / beta) is -3.10 / -3.18 eV. The multiplicity is 2. The value obtained for the energy above the lowest of the compared OMol25 structures with the same formula, charge and spin is 0.00 kJ/mol.

***

Entry from the OMol25 dataset: a molecular structure, C29H53BLaO2P2 in a non-equilibrium geometry (the ωB97M-V functional and the def2-TZVPD basis).

```
88
Properties=species:S:1:pos:R:3:forces:R:3:mulliken_charge:R:1
H -3.079517 3.643968 4.606402 -0.1 -0.7 -0.2 0.40
H -0.529546 2.410088 -5.106366 0.1 0.2 0.3 0.66
H 2.754796 2.575919 -2.696889 0.1 0.1 -0.1 0.39
H 1.427404 -5.152807 1.057026 -0.1 0.1 -0.4 0.39
C -1.807366 -3.470619 1.611569 -0.8 -0.4 0.1 -1.56
H -0.677572 1.237423 5.106389 0.2 0.7 -0.1 0.10
H 4.302752 -0.999593 -2.933481 0.3 -0.5 0.2 0.50
H -2.328105 4.967559 2.832590 0.2 -0.4 -0.4 0.36
H 0.120551 4.946456 3.022226 0.1 -0.1 0.4 0.35
O 0.430609 2.268614 2.834107 0.0 -0.5 -0.8 -0.51
B -0.394438 1.492569 2.055644 1.1 -1.6 -2.2 0.09
C 0.102766 4.362156 3.952162 0.1 0.4 -0.6 -1.98
H -1.133145 -3.085218 -1.622121 -0.3 -0.2 0.3 -0.09
C 3.734000 -1.130277 -2.006315 0.8 1.1 -0.7 -1.20
H -3.537055 0.774345 -0.925103 0.3 -0.6 -0.5 0.26
C 1.598314 -0.657481 4.148597 0.3 0.3 0.5 -1.34
H -1.337978 4.304990 1.478034 -0.2 0.0 0.2 0.28
C 1.732808 -2.356434 2.190710 -0.9 -0.1 -0.2 -0.07
P -1.925428 -0.790048 -1.856986 2.3 2.4 2.1 0.33
La 0.537346 -0.706037 0.049939 1.2 -1.3 6.8 1.35
H 4.402757 -1.174062 -1.132543 -0.2 0.1 -0.3 0.38
H -2.299498 -2.001860 3.926182 0.1 0.0 0.0 0.50
H -1.799884 -3.913603 0.608618 0.1 0.0 0.1 0.37
H -1.073039 -1.229077 4.925697 -0.1 0.0 -0.1 0.39
H 4.162847 2.155423 -1.713332 -0.1 0.3 0.1 0.39
C -1.803207 2.867293 3.068723 -1.4 1.1 0.4 1.57
C -0.327854 2.293653 5.101017 -0.2 -0.6 0.2 -1.92
C -1.103349 0.733616 -4.036858 -2.1 -1.4 -1.2 -0.41
H -1.797198 -0.360465 3.563158 0.1 -0.1 0.0 0.06
H 3.655626 -1.415057 2.313595 0.0 -0.1 0.0 0.43
H 1.474201 2.355576 -4.023840 -0.1 0.0 -0.2 0.18
H -2.093926 -4.266962 2.320388 0.1 0.1 -0.3 0.30
H -1.114250 -2.539772 -5.016751 0.2 0.9 -0.4 0.43
H -1.529062 1.403225 -3.268841 0.0 -0.5 -1.0 0.72
C -1.430206 -1.340303 3.895950 -0.4 0.2 0.3 -1.35
C 1.004472 -1.590292 3.153475 0.8 0.2 -0.8 0.73
C -0.347506 -1.893537 3.044205 -0.5 -0.3 -1.2 0.79
H -2.579752 -0.870317 -4.050456 0.3 0.3 0.3 0.89
H 1.862776 1.549113 -5.540425 0.0 -0.3 0.7 0.27
H 1.114275 -0.812464 5.123514 0.2 0.1 -0.1 0.35
C -2.975900 2.701527 4.021308 -0.4 0.0 0.8 -1.79
C -0.163744 1.391769 -4.974148 -1.0 -0.1 -1.2 -1.65
C 1.289282 1.441156 -4.597522 1.1 0.1 1.0 -0.62
C -0.863942 -1.471668 -5.256570 -0.8 -0.4 0.3 -1.11
H -1.341372 -1.285677 -6.258432 0.4 0.0 0.9 0.40
C -1.524112 -0.585055 -4.160895 -0.1 2.7 -4.1 -0.46
H 1.483448 0.407922 3.899743 -0.1 -0.3 0.0 0.01
H -0.922080 2.873411 5.820541 0.2 -0.3 -0.1 0.48
H 1.113491 4.300030 4.365634 -0.2 0.1 -0.1 0.50
C -1.399146 -2.462200 -2.468650 -0.7 -0.2 -0.1 -0.69
C -0.519455 -2.845704 1.989114 1.2 0.5 0.0 0.32
H -3.066559 3.865353 1.644130 0.4 0.1 0.1 0.50
H -2.290122 -2.864172 -2.987951 0.4 -0.2 0.4 0.52
C -0.453980 0.270722 -1.726734 -2.5 -0.9 -1.9 1.38
H -4.302725 -0.442306 -2.016273 0.0 0.3 0.2 0.40
H -0.563078 -2.507379 -3.188065 -0.3 0.6 0.5 0.13
C 1.826697 0.244127 -3.730966 2.4 2.3 0.1 0.22
H -0.557350 4.828565 4.678238 0.1 0.4 0.0 0.37
H -0.336874 0.986693 -5.996618 0.4 -0.1 0.7 0.33
H -2.621249 -2.733616 1.633550 0.1 -0.2 0.0 0.35
H 0.280131 -4.524920 -0.137306 0.2 0.1 0.2 0.33
H 0.894591 -0.655334 -6.225941 0.0 0.2 0.9 0.40
C 0.790266 -3.182950 1.505884 -0.4 1.1 -0.4 0.22
C 3.212882 -2.377811 2.035728 0.5 0.0 0.3 -1.41
P 2.587188 0.326191 -1.898717 -2.9 -0.8 1.5 0.40
H 1.013615 -2.259105 -5.835432 0.2 -0.5 0.4 0.49
H 2.938151 0.511865 -3.622930 0.1 -0.6 -2.4 0.07
H 1.973887 -3.986057 -0.150170 -0.2 0.0 0.2 0.20
H 0.132955 -0.154601 -2.582196 -0.3 0.6 1.3 -1.98
C -0.411813 2.965950 3.727360 -0.2 0.2 1.5 1.87
H -3.534056 1.005875 -2.689012 0.4 -0.4 -0.1 0.46
H -0.419939 1.370988 -1.628467 -0.6 -0.7 0.1 0.76
H 2.672176 -0.834442 4.275915 -0.2 -0.1 0.1 0.44
C 1.445997 -1.035952 -4.128264 -0.1 -1.9 -0.4 0.00
C -2.138454 4.081017 2.197882 -0.1 0.3 -0.2 -2.06
H 1.792255 -1.922908 -3.584283 -0.1 0.4 -0.1 0.17
H 2.585588 2.576842 -0.925931 0.4 -0.6 -0.5 0.23
H 0.722208 2.304894 5.431014 -0.3 0.0 -0.1 0.50
C 1.125139 -4.241594 0.510172 0.3 -0.8 0.0 -1.33
C 3.075580 2.076230 -1.788975 0.9 0.0 0.2 -1.03
H 3.551515 -2.597685 1.016061 -0.1 -0.1 0.0 0.29
H 3.154968 -2.061411 -2.078694 0.0 0.4 0.2 0.32
C -3.457561 0.247597 -1.900948 -0.7 -0.7 0.1 -1.07
H 3.661129 -3.134754 2.696828 0.1 0.1 -0.2 0.30
H -3.918795 2.553860 3.448112 0.7 0.1 0.3 0.42
C 0.683603 -1.333338 -5.373781 -0.4 0.1 -1.4 -1.20
O -1.735008 1.725169 2.220120 0.5 -0.2 0.0 -0.41
H -2.858865 1.857178 4.736969 -0.1 0.5 -0.6 0.29
```
Positions in Å, forces in eV/Å.

The electronic energy is -55126.7712 eV. The calculation puts the HOMO-LUMO gap (alpha / beta) at 5.4 / 3.9 eV. Its total charge is +1. The value obtained for the max |F| is 0.1358 Eh/bohr. Its LUMO energy (alpha / beta) is -3.57 / -4.89 eV. The multiplicity is 1.